Below is a structure of composition C19H14F5N3PdS6Se2, with properties calculated with ωB97M-V/def2-TZVPD.

Structure (XYZ):
```
50
Properties=species:S:1:pos:R:3:nbo_charge:R:1
Pd 0.1092 0.9576 -1.3565 0.46
Se 2.2814 1.0291 -0.2134 -0.14
Se 1.3369 -2.7017 3.8389 -0.53
S -2.9048 -1.9130 -1.4948 0.49
S -2.1195 0.9509 -2.1995 -0.26
S 0.5056 -3.5573 -0.3969 0.48
S -5.2111 -1.1601 -0.0002 0.46
S -4.7566 -4.0482 -0.5502 -0.17
S -4.8054 1.7702 -0.2432 0.24
F -1.6911 4.0567 -0.8526 -0.33
F -0.4929 3.2627 -2.9347 -0.37
F 0.1679 5.1428 -0.7928 -0.34
F -0.1446 3.4646 0.5370 -0.32
F 1.4730 3.3824 -2.0415 -0.36
N 2.9773 -0.4639 -2.5034 -0.48
N 0.1971 -1.1724 -1.1732 -0.51
N -0.3044 -0.7487 2.6822 -0.52
C -0.3659 3.9025 -0.7108 0.90
C 3.7085 -1.3632 -3.1627 0.04
C -0.9478 0.4153 2.6172 0.05
C -4.2275 0.1525 -0.6044 -0.47
C 0.3311 -1.8939 -0.0923 -0.12
C 3.2743 -0.2200 -1.2242 0.05
C 0.1999 2.9320 -1.7806 0.42
C -3.1292 -0.1784 -1.3281 -0.35
C 0.4134 -1.0581 3.7765 0.07
C -0.2045 1.0588 4.7685 -0.19
C 0.2442 -1.9424 -2.3126 -0.04
C 4.3393 -0.8878 -0.5847 -0.27
C 5.0859 -1.8040 -1.2854 -0.18
C 4.7692 -2.0599 -2.6197 -0.32
C -4.2887 -2.4638 -0.6303 -0.57
C 0.4126 -3.2641 -2.0837 -0.48
C 0.4699 -0.1380 4.8475 -0.30
C -3.6165 2.2378 1.0335 -0.74
C -0.9448 1.3607 3.6250 -0.32
H 5.3165 -2.7830 -3.2105 0.20
H 4.5323 -0.6863 0.4604 0.23
H 1.0588 -0.3954 5.7172 0.21
H -3.8480 3.2610 1.3286 0.22
H 0.4809 -4.0533 -2.8130 0.23
H -1.4776 2.2956 3.5095 0.20
H 5.8967 -2.3336 -0.7980 0.20
H -3.6947 1.5770 1.8945 0.22
H 0.2770 -1.5003 0.9214 0.32
H 3.4170 -1.5346 -4.1962 0.17
H 0.1505 -1.4519 -3.2684 0.23
H -1.4857 0.5942 1.6911 0.18
H -0.1519 1.7644 5.5919 0.19
H -2.6131 2.2084 0.6175 0.24
```

Its HOMO-LUMO gap is 0.2029 Ha. The total energy is -237175.348 eV. As for the net charge: -2. As for the highest occupied orbital energy: -1.395 eV.


Below is a cluster of 3 separate species, C34H50ClFI2NO6 in total at a distorted geometry, with properties calculated with ωB97M-V/def2-TZVPD.

Structure (XYZ):
```
95
Properties=species:S:1:pos:R:3:mulliken_charge:R:1
I 3.7191 3.0961 -1.6284 0.19
I -1.4728 -0.2483 1.2524 0.23
Cl 0.4517 -2.3275 5.2961 -0.19
F 5.9802 -2.4559 4.1836 -0.11
O 5.5514 -2.3837 2.8790 -0.12
O 5.3000 -0.1509 3.4408 -0.41
O 0.2154 -3.1740 -3.7600 -0.55
O -0.6400 -5.2632 -3.8330 -0.36
O -2.3715 3.9332 5.9030 -0.37
O -2.4047 3.2813 3.7403 -0.55
N 1.8633 -0.3837 -0.5191 0.78
C 3.1903 0.1087 -0.7102 0.89
C 4.9898 -1.0935 2.7679 -0.08
C -0.6936 2.4317 5.2207 0.17
C 0.6028 1.5190 -1.7543 -0.57
C -3.6683 2.6890 -1.0496 -0.05
C 3.2947 0.4725 -3.3875 -0.04
C 0.8271 -0.0780 -1.5671 0.04
C 2.4925 -1.4377 1.7435 0.50
C -0.6227 -3.9448 -4.1511 0.52
C -5.1105 3.2228 -0.6538 -0.58
C -1.7611 -3.6170 -5.0839 -0.40
C 0.8904 -3.4732 -1.0220 -0.80
C -5.9903 1.9127 -0.3020 -0.29
C -1.3585 3.2576 -2.2673 -0.76
C 2.1751 -2.2382 3.0547 -1.47
C -1.4971 3.7287 7.0219 -0.46
C -0.3626 -2.7909 -0.3099 -0.30
C -1.7014 -5.9151 -4.5483 -0.47
C -1.9143 3.2306 4.8351 0.32
C 5.6503 0.4001 0.3535 -1.26
C 3.7468 0.9046 -1.9237 -1.33
C 4.2085 -0.1320 0.3837 1.10
C 1.2914 -1.3200 4.0160 1.07
C 6.7202 0.9621 0.1437 -0.02
C 1.5058 -1.1456 0.6284 0.95
C 0.0783 -1.7647 0.8571 -1.32
C -2.6759 -4.8136 -4.9027 -0.51
C -6.8253 1.4098 -1.5635 -1.09
C -0.7817 2.4264 6.7350 -0.55
C -0.9512 1.8883 -1.5679 -0.36
C 3.8848 -0.9003 1.6442 0.16
C -2.6281 3.8291 -1.4417 -0.78
C 4.5562 0.4799 -4.3967 -1.26
C 2.1731 -0.2127 4.7231 -0.95
H 2.7157 0.4700 4.0065 0.22
H -1.0789 2.0631 -0.4510 0.04
H -0.5469 4.0545 -2.1696 0.32
H 0.1862 2.3481 7.2318 0.36
H 1.4157 -2.7750 -1.7358 0.08
H -3.3536 -4.6334 -4.0633 0.27
H -6.6010 2.0339 0.6362 0.42
H -0.8091 4.5762 7.0857 0.25
H -6.1929 1.2460 -2.4845 0.26
H 1.4704 0.3752 5.4006 0.16
H 4.2217 -0.1239 -5.2977 0.41
H -3.2490 2.1926 -0.1102 -0.05
H 2.5231 1.1381 -3.8645 0.10
H 5.3552 -0.1404 -3.8817 0.36
H -0.9851 -3.6378 0.1140 0.47
H 1.0738 -0.5862 -2.5563 0.19
H -1.3976 1.5845 7.0636 0.29
H -0.2011 -0.4433 -1.3168 -0.39
H -1.0120 -2.2853 -1.0937 0.25
H 0.4991 -4.3442 -1.6343 0.33
H -2.1675 4.2762 -0.4964 0.26
H -3.1136 4.7090 -1.9736 0.39
H 1.6447 -3.9041 -0.3000 0.30
H -0.7396 1.4231 4.8106 -0.05
H -5.0929 3.8408 0.3031 0.25
H -5.2440 1.0748 -0.0812 0.06
H 7.8303 1.0858 0.0110 0.40
H 3.0745 -2.6255 3.6101 0.60
H -3.7387 1.9115 -1.8732 0.20
H 0.1989 2.9521 4.8656 0.24
H 4.8702 0.7123 -1.9756 0.51
H -2.0826 3.6802 7.9401 0.34
H -3.2818 -5.0408 -5.7800 0.33
H 0.0044 -2.4064 1.7830 0.22
H -1.3766 -3.5482 -6.1038 0.29
H 4.8931 1.5207 -4.6578 0.29
H 1.1327 1.9912 -0.8766 0.30
H 1.5415 -3.1573 2.8176 0.47
H 0.5349 -0.7857 3.3565 -0.35
H 2.9791 -0.6198 -3.3312 0.12
H -2.2504 -2.6881 -4.7942 0.26
H -5.5169 3.7864 -1.5416 0.38
H -1.6364 1.0575 -1.9379 0.32
H -2.1566 -6.6764 -3.9148 0.33
H -1.5900 3.1617 -3.3702 0.33
H -1.2792 -6.3981 -5.4333 0.28
H -7.7154 2.0717 -1.7596 0.30
H 0.9406 1.8891 -2.7602 0.07
H -7.2320 0.3806 -1.2812 0.32
H 2.9672 -0.6434 5.4201 0.33
```

Its HOMO-LUMO gap is 0.2734 Ha. The total energy is -81270.073 eV. As for the net charge: +1. As for the highest occupied orbital energy: -11.992 eV.


Below is the molecule C7H6N2 at a distorted geometry, with properties calculated with ωB97M-V/def2-TZVPD.

Structure (XYZ):
```
15
Properties=species:S:1:pos:R:3:nbo_charge:R:1
N -0.2896 0.1787 -1.7423 -0.53
N -0.1871 -0.6940 2.3081 -0.43
C 0.6351 0.2021 1.6900 0.06
C -0.3942 -0.2564 -0.4413 0.16
C 0.5322 0.4149 0.3294 -0.15
C -1.2202 -1.1860 0.1969 -0.27
C 1.3000 1.2546 -0.5751 -0.29
C -1.1056 -1.3591 1.5805 0.01
C 0.7458 1.0586 -1.8421 -0.03
H -1.7135 -2.1027 2.0962 0.20
H 1.4000 0.7099 2.2687 0.20
H -1.9490 -1.7033 -0.4077 0.21
H 2.1122 1.9104 -0.2422 0.23
H -0.9447 -0.0044 -2.4876 0.42
H 1.0787 1.5769 -2.7315 0.22
```

Its HOMO-LUMO gap is 0.3319 Ha. The total energy is -10336.268 eV. Its SMILES is c1cc2[nH]ccc2cn1. As for the highest occupied orbital energy: -8.209 eV.


Below is a cluster of 2 separate species, C2H5NO2 in total, with properties calculated with ωB97M-V/def2-TZVPD.

Structure (XYZ):
```
10
Properties=species:S:1:pos:R:3:nbo_charge:R:1
O -1.2356 1.4253 -0.3415 -0.52
O 1.5851 -1.8130 1.2154 -0.61
N 1.3777 0.1518 0.0669 -0.84
C 0.9695 -0.8050 0.9373 0.52
C -1.7144 0.4372 -0.8473 0.28
H -2.8066 0.3047 -0.9399 0.12
H -1.0829 -0.3833 -1.2343 0.12
H 2.2857 0.0625 -0.3625 0.40
H -0.0202 -0.5670 1.3754 0.10
H 0.8028 0.9673 -0.1040 0.42
```

Its HOMO-LUMO gap is 0.3738 Ha. The total energy is -7739.568 eV. Its SMILES is NC=O.C=O. As for the highest occupied orbital energy: -9.947 eV.


Below is the ion C4H10NO with charge +1 at a distorted geometry, with properties calculated with ωB97M-V/def2-TZVPD.

Structure (XYZ):
```
16
Properties=species:S:1:pos:R:3:nbo_charge:R:1
O -0.3667 0.0060 2.0654 -0.50
N -0.0859 -0.9921 -0.2709 -0.51
C 0.9195 -1.6671 -1.1119 -0.42
C -0.4986 1.5197 -1.2668 -0.61
C -0.1408 0.9005 1.2833 0.42
C 0.1148 0.5261 -0.1570 -0.16
H -0.3674 1.1223 -2.2582 0.24
H 1.0516 -1.0734 -2.0068 0.24
H -0.2592 1.9722 1.5597 0.18
H 1.7780 -1.8643 -0.4824 0.25
H -1.0419 -0.9955 -0.6378 0.43
H -0.2718 -1.2948 0.6985 0.47
H -1.5968 1.5224 -1.0018 0.23
H 1.2364 0.5373 -0.2161 0.24
H -0.0269 2.4854 -1.1921 0.26
H 0.4869 -2.6047 -1.4651 0.25
```

Its HOMO-LUMO gap is 0.4207 Ha. The total energy is -7840.113 eV. Its SMILES is C[NH2+][C@@H](C)C=O. As for the net charge: +1. As for the highest occupied orbital energy: -15.190 eV.